(1)
{
  "formula": "C10H14N4O6Si",
  "method": "ωB97M-V with the def2-TZVPD basis set",
  "species": ["C", "N", "C", "O", "C", "C", "N", "C", "N", "C", "C", "O", "O", "Si", "C", "O", "O", "N", "C", "C", "O", "H", "H", "H", "H", "H", "H", "H", "H", "H", "H", "H", "H", "H", "H"],
  "positions_angstrom": [[2.287426, 4.168950, -0.859608], [1.806010, 2.907743, -1.196608], [0.605450, 2.488045, -0.679033], [-0.318153, 3.047769, -0.052299], [0.367035, 1.078500, -0.943123], [1.349971, 0.219426, -1.578266], [0.882497, -1.021288, -1.557150], [-0.304727, -1.015345, -0.926018], [-0.649685, 0.258228, -0.491450], [-1.656133, 0.594837, 0.459323], [-1.890000, -0.588842, 1.458206], [-2.150591, -0.286002, 2.657752], [-2.110876, -1.792628, 0.965672], [-2.481135, -3.059150, 2.021770], [-3.383052, -2.560296, 3.545766], [-3.533677, -4.098330, 1.251460], [-0.997912, -3.747623, 2.366880], [2.590440, 0.790665, -1.991889], [3.549662, -0.076846, -2.779841], [2.730254, 2.187766, -1.970255], [3.713737, 2.653256, -2.503629], [1.512404, 4.709954, -0.291123], [2.598518, 4.659831, -1.752726], [3.152588, 4.131835, -0.292637], [-0.851295, -1.941632, -0.702912], [-2.497076, 0.732677, -0.105066], [-1.366036, 1.420945, 1.042503], [-2.732782, -1.989553, 4.101649], [-4.350399, -2.041437, 3.380757], [-3.560086, -3.506295, 4.131199], [-3.354171, -4.108562, 0.262947], [-0.267125, -3.164344, 2.036994], [3.041379, -0.618641, -3.542938], [4.334488, 0.515216, -3.244313], [3.933051, -0.948828, -2.221992]],
  "forces_ev_per_angstrom": [[-1.33, 2.68, 0.10], [-0.16, -0.77, -0.14], [-3.13, -2.79, 0.52], [2.49, 1.31, -0.77], [2.74, -1.08, -1.13], [-1.79, 3.38, 1.71], [-0.19, -1.26, -0.18], [1.11, 0.82, -0.12], [2.48, -1.59, -1.54], [1.37, -2.91, 1.46], [-2.36, 3.11, 3.42], [1.62, -0.92, -3.89], [0.18, -0.03, -0.26], [-0.79, -1.41, 1.18], [-1.55, -2.25, -0.61], [1.38, 0.86, -2.02], [0.14, 1.37, -0.93], [-1.18, -1.72, -0.61], [-0.40, 0.08, 0.73], [0.75, -2.84, -0.13], [-0.56, 1.09, 0.40], [0.33, -0.09, -0.50], [-0.16, 0.86, -0.64], [1.73, -0.39, 1.44], [0.30, 1.02, -0.34], [-2.77, 0.71, -0.79], [0.14, 1.02, 0.41], [1.18, 1.46, 1.39], [0.71, -0.32, 0.04], [-0.08, 0.75, -0.59], [-0.50, -0.33, 1.72], [-0.77, -1.00, 0.55], [-0.92, 0.14, -0.93], [-0.12, 0.07, 0.44], [0.12, 0.96, 0.60]],
  "mulliken_charge": [-1.199, 0.056, 0.727, -0.716, -0.137, 0.852, -0.719, -0.554, -0.033, -0.605, 0.607, -0.568, -0.257, 0.658, -0.937, -0.514, -0.564, -0.006, -1.007, 0.516, -0.620, 0.336, 0.362, 0.406, 0.604, 0.289, 0.445, 0.317, 0.286, 0.313, 0.299, 0.327, 0.377, 0.350, 0.310],
  "energy_ha": -1349.58760,
  "lumo_energy_ev": 0.15,
  "smiles": "Cn1c(=O)c2c(ncn2CC(=O)O[Si](C)(O)O)n(C)c1=O"
}

(2)
{
  "formula": "C4H11NO2",
  "method": "ωB97M-V with the def2-TZVPD basis set",
  "species": ["C", "C", "C", "N", "H", "H", "H", "H", "H", "H", "H", "H", "H", "O", "C", "O", "H", "H"],
  "positions_angstrom": [[-2.250254, -1.428498, 0.731546], [-0.924015, -0.975731, 0.102516], [-0.070334, -0.205148, 1.082929], [1.226047, 0.206300, 0.490575], [-2.115492, -1.929788, 1.685885], [-2.973327, -0.612105, 0.785166], [-2.741490, -2.123684, 0.043453], [-0.418299, -1.881973, -0.240907], [-1.154852, -0.381972, -0.783411], [-0.612687, 0.666439, 1.454407], [0.142654, -0.859570, 1.937226], [1.583158, -0.548572, -0.083899], [1.903011, 0.365775, 1.225681], [2.545271, 1.066910, -2.155604], [1.872300, 2.073165, -2.017780], [0.998707, 2.295347, -1.067742], [1.979262, 2.850248, -2.781926], [1.010341, 1.422856, -0.408112]],
  "forces_ev_per_angstrom": [[-0.26, 0.06, -0.94], [-0.64, -0.27, 0.08], [0.54, -0.50, 0.26], [-0.79, 0.01, 0.12], [-0.05, 0.10, 0.15], [0.22, 0.14, 0.50], [0.16, -0.18, 0.16], [0.31, 0.14, 0.01], [0.17, 0.09, -0.03], [0.12, 0.08, -0.06], [-0.28, 0.09, 0.07], [0.14, 0.08, -0.15], [0.10, 0.15, -0.06], [-0.24, 0.15, 0.35], [0.47, -0.85, -0.49], [-0.03, -0.67, 0.46], [-0.34, 0.50, 0.26], [0.41, 0.87, -0.67]],
  "mulliken_charge": [-1.275, -0.277, -0.619, -0.543, 0.340, 0.328, 0.353, 0.344, 0.262, 0.284, 0.369, 0.266, 0.235, -0.537, 0.111, -0.511, 0.362, 0.506],
  "e_above_lowest_ev": 0.4553,
  "energy_ha": -364.25144,
  "lumo_energy_ev": 0.83,
  "smiles": "CCCN.O=CO"
}

(3)
{
  "formula": "C36H44IrN2Si",
  "method": "ωB97M-V with the def2-TZVPD basis set",
  "species": ["C", "C", "C", "H", "C", "C", "H", "H", "H", "H", "Ir", "C", "H", "H", "H", "Si", "C", "C", "H", "C", "H", "C", "H", "C", "H", "C", "H", "C", "C", "H", "C", "H", "C", "H", "C", "H", "C", "H", "H", "H", "C", "C", "C", "C", "C", "C", "C", "N", "C", "C", "C", "C", "C", "C", "C", "N", "C", "C", "C", "C", "H", "H", "H", "H", "H", "H", "H", "H", "H", "H", "H", "H", "H", "H", "H", "H", "H", "H", "H", "H", "H", "H", "H", "H"],
  "positions_angstrom": [[-1.242341, 0.033459, -1.285059], [-0.156944, -0.917328, -1.459563], [-0.358684, -1.987607, -0.496083], [0.473923, -0.993779, -2.346717], [-1.559313, -1.694088, 0.221605], [-2.082819, -0.449423, -0.252095], [-3.000683, -0.014901, 0.128195], [-1.402745, 0.874900, -1.973057], [0.221457, -2.913529, -0.494281], [-2.064449, -2.305628, 0.952407], [0.836449, -0.009347, 0.135978], [4.354237, 0.349019, -0.936952], [4.594875, -0.516896, -0.313880], [4.410943, 1.190554, -0.230785], [4.939606, 0.501431, -1.830217], [2.657742, 0.321823, -1.368913], [2.136152, 1.596049, -2.608375], [1.132059, 1.376977, -3.528519], [0.567973, 0.445141, -3.528102], [0.920792, 2.362902, -4.496137], [0.164850, 2.178638, -5.245791], [1.711671, 3.516136, -4.505678], [1.581603, 4.244044, -5.309389], [2.684915, 3.730893, -3.528986], [3.320281, 4.621289, -3.539492], [2.899934, 2.767255, -2.550230], [3.688716, 2.883560, -1.792878], [2.825899, -1.473807, -2.050559], [2.968374, -1.621488, -3.412900], [2.915265, -0.761032, -4.087515], [3.241722, -2.892031, -3.898058], [3.382634, -3.010598, -4.954804], [3.403729, -3.970479, -3.008063], [3.696380, -4.939885, -3.395791], [3.238949, -3.774583, -1.636224], [3.388560, -4.589324, -0.919852], [2.958298, -2.516224, -1.130574], [2.864344, -2.354258, -0.045727], [2.341808, 0.190297, 0.646178], [2.622878, 1.577194, -0.261899], [-2.396606, 6.095049, 2.230329], [-2.586462, 4.709948, 2.878331], [-2.198143, 4.846860, 4.352292], [-4.085217, 4.397724, 2.794478], [-1.779532, 3.622292, 2.160531], [-1.176365, 3.801161, 0.892311], [-0.407650, 2.760322, 0.342015], [-0.203613, 1.602728, 1.007306], [-0.785965, 1.423666, 2.241812], [-1.612033, 2.407989, 2.778113], [-0.527168, 0.133133, 2.826024], [-1.230937, -0.420703, 3.907813], [-1.002507, -1.744949, 4.286977], [0.042767, -2.416837, 3.641263], [0.657846, -1.866593, 2.537425], [0.328018, -0.629302, 2.086080], [-1.822618, -2.481355, 5.354776], [-2.233242, -3.893030, 4.861890], [-0.969530, -2.656787, 6.612506], [-3.123426, -1.746932, 5.739969], [-2.981862, 6.827751, 2.821473], [-2.773822, 6.103114, 1.188827], [-1.327913, 6.378793, 2.252796], [-2.778708, 5.680719, 4.757898], [-2.429117, 3.956206, 4.932344], [-1.134007, 5.071465, 4.459033], [-4.386940, 4.349708, 1.740313], [-4.297329, 3.446427, 3.286202], [-4.669874, 5.189357, 3.284849], [-1.255367, 4.724873, 0.326412], [0.084305, 2.893161, -0.634780], [-2.113857, 2.240926, 3.726516], [-2.049614, 0.120505, 4.349156], [0.359248, -3.432779, 3.932058], [1.406257, -2.422772, 1.943460], [-1.339784, -4.504721, 4.681064], [-2.851224, -4.409879, 5.622014], [-2.826741, -3.821157, 3.935261], [-0.679796, -1.675899, 6.995640], [-1.525880, -3.192269, 7.392083], [-0.069776, -3.222090, 6.368730], [-2.895686, -0.778485, 6.215342], [-3.776975, -1.584164, 4.861684], [-3.691150, -2.355356, 6.471969]],
  "forces_ev_per_angstrom": [[-0.68, -0.50, 0.01], [-0.72, -1.19, -0.64], [-0.11, 0.43, -0.74], [-0.46, -0.29, 0.39], [-0.32, 0.65, -0.87], [0.31, -0.43, -0.40], [0.20, 0.13, -0.17], [0.03, -0.30, 0.67], [-0.20, 0.43, 0.17], [0.23, -0.10, 0.15], [-0.42, 0.04, -0.04], [1.93, 1.35, 2.40], [0.25, -0.08, -0.59], [1.16, 0.11, -0.33], [0.57, -0.13, -0.03], [-0.48, -1.88, -1.39], [0.24, -0.58, 1.28], [-0.46, 0.84, -0.88], [0.07, 0.42, -0.21], [0.07, -0.63, 0.23], [0.03, 0.23, -0.17], [-0.13, 0.07, -0.21], [-0.04, -0.16, 0.34], [0.54, 0.03, 0.19], [-0.35, -0.26, -0.12], [-0.01, 0.63, -0.41], [-0.47, 0.06, -0.42], [-1.14, 1.21, 0.91], [-0.10, -0.39, -0.24], [-0.08, -0.36, 0.17], [0.36, -0.50, 0.54], [0.09, -0.28, -0.32], [-0.14, 0.58, -0.38], [-0.17, 0.05, 0.07], [0.36, -0.47, 0.41], [-0.05, 0.11, -0.46], [-0.15, -0.18, -0.56], [0.10, -0.03, -0.55], [0.67, -0.50, 0.61], [-0.20, 1.39, -0.07], [0.18, -0.04, -0.10], [-0.23, 0.74, -0.37], [0.19, 0.00, -0.11], [-0.02, -0.26, -0.25], [-0.02, 1.26, -0.82], [0.38, -0.79, 0.18], [-0.37, 0.59, 0.77], [-0.88, 1.68, 0.84], [-0.31, 1.44, -1.60], [0.49, -1.15, 0.46], [0.08, -1.99, -0.10], [0.27, -0.25, -0.65], [-0.09, -0.20, 0.32], [0.43, -0.74, -0.19], [-0.02, 0.54, -0.16], [-0.01, -1.02, 2.18], [-0.85, -0.35, 0.22], [0.08, 0.08, -0.23], [0.20, 0.24, -0.02], [0.02, 0.22, -0.08], [0.41, -0.32, -0.46], [0.23, 0.14, 0.51], [-0.49, 0.08, -0.11], [0.16, -0.18, 0.10], [-0.04, -0.04, 0.11], [-0.07, 0.02, 0.08], [-0.13, -0.09, 0.25], [-0.22, -0.01, -0.06], [0.23, -0.26, -0.11], [-0.07, -0.15, 0.22], [-0.25, -0.26, 0.53], [0.24, -0.09, -0.09], [0.06, 0.24, 0.18], [-0.34, 0.68, -0.09], [-0.52, 0.41, 0.46], [-0.34, -0.01, -0.03], [0.39, 0.38, -0.35], [0.21, -0.13, 0.26], [0.09, -0.10, 0.15], [0.11, 0.13, -0.25], [0.08, -0.02, 0.19], [-0.21, -0.26, -0.13], [0.26, -0.03, 0.38], [0.38, 0.35, -0.42]],
  "mulliken_charge": [-0.474, -0.917, -1.093, 1.346, -0.334, -0.864, 0.521, 0.505, 0.640, 0.644, 0.996, -1.351, 0.370, 0.566, 0.351, 0.297, 1.131, 0.222, 0.442, -1.080, 0.456, -0.568, 0.432, -0.793, 0.440, -0.644, 0.335, 0.631, -0.223, 0.374, -0.614, 0.479, -0.748, 0.422, -0.630, 0.436, -0.373, 0.278, 0.049, -0.161, -1.897, 1.700, -1.671, -1.553, 0.429, -0.734, -0.318, -0.082, 0.151, -0.450, -0.312, -0.067, 0.421, -0.557, -0.538, -0.349, 1.730, -1.510, -1.582, -1.923, 0.434, 0.374, 0.431, 0.477, 0.384, 0.373, 0.383, 0.361, 0.443, 0.426, 0.333, 0.399, 0.511, 0.439, 0.270, 0.353, 0.430, 0.334, 0.380, 0.454, 0.375, 0.404, 0.439, 0.411],
  "multiplicity": 6,
  "total_charge": 2,
  "energy_ha": -1900.73399,
  "lumo_energy_ev": [-6.18, -9.09]
}